1.
Formula: C44H41N10ORuSSi
Source: the OMol25 dataset
Level of theory: wB97M-V/def2-TZVPD

The calculation puts the total energy at -3106.448075 Eh. The HOMO-LUMO gap (alpha / beta) comes out at 6.337 / 6.059 eV. The energy above the lowest of the compared OMol25 structures with the same formula, charge and spin is 0.000 eV. As for the net charge: +2. As for the expectation value of S²: 0.7568. Its multiplicity is 2.

Last column: Löwdin spin population.
Atoms and positions in Å:
Ru -1.1595 -0.2529 0.9583  0.83
C -1.9752 -2.9036 2.6754  0.00
N -1.6644 -2.6201 1.2663  0.02
C -2.6503 -3.1623 0.3223  0.00
C -3.5956 -2.0837 -0.0842  0.00
N -3.2884 -0.8186 0.0077  0.07
C -4.3614 -0.1282 -0.5724  0.01
C -4.5663 1.2341 -0.8075  0.00
C -5.7272 1.6037 -1.4547  0.00
C -6.6801 0.6577 -1.8641  0.00
C -6.4896 -0.6912 -1.6499  0.00
C -5.3122 -1.0555 -1.0072  0.00
N -4.7926 -2.2983 -0.6711  0.00
C -1.7220 -1.7094 3.5322  0.00
N -1.3960 -0.5247 3.0719  0.00
C -1.1965 0.2908 4.1971  0.00
C -0.7766 1.6157 4.3195  0.00
C -0.6790 2.1327 5.5950  0.00
C -0.9765 1.3664 6.7320  0.00
C -1.3655 0.0481 6.6279  0.00
C -1.4614 -0.4664 5.3406  0.00
N -1.7849 -1.7347 4.8777  0.00
H -1.3800 -3.7424 3.0470  0.00
H -3.0228 -3.1988 2.7688  0.00
H -0.7567 -3.0063 1.0396  0.00
H -3.1892 -4.0167 0.7404  0.00
H -2.1298 -3.5242 -0.5677  0.00
H -3.8451 1.9799 -0.4999  0.00
H -5.9103 2.6512 -1.6523  0.00
H -7.5793 0.9946 -2.3609  0.00
H -7.2176 -1.4244 -1.9698  0.00
H -5.2178 -3.1931 -0.8503  0.00
H -0.5108 2.2073 3.4597  0.00
H -0.3559 3.1567 5.7249  0.00
H -0.8860 1.8165 7.7109  0.00
H -1.5812 -0.5515 7.5017  0.00
H -2.0336 -2.5298 5.4432  0.00
C 10.0930 -4.2345 -5.7403  0.00
O 8.8790 -3.7717 -6.3225  0.00
C 7.8731 -3.4232 -5.5076  0.00
C 6.7090 -2.9695 -6.1379  0.00
C 5.6232 -2.5874 -5.3877  0.00
C 5.6604 -2.6470 -3.9901  0.00
C 6.8226 -3.0992 -3.3722  0.00
C 7.9237 -3.4858 -4.1148  0.00
C 4.5285 -2.2504 -3.1649  0.00
N 4.5018 -2.2570 -1.8463  0.00
C 3.2593 -1.8174 -1.5087  0.00
C 2.5035 -1.5342 -2.6300  0.00
N 3.3321 -1.8173 -3.6844  0.00
C 1.1753 -1.0282 -2.5675  0.00
C 0.3868 -0.6412 -3.6650  0.00
C -0.8556 -0.1115 -3.4396  0.00
C -1.3263 0.0155 -2.1283  0.00
N -0.6218 -0.3725 -1.0808  0.00
C 0.6269 -0.8708 -1.2819  0.00
C 1.4002 -1.1697 -0.1091  0.01
N 0.8020 -0.9495 1.0918  0.00
C 1.5056 -1.1151 2.2029  0.01
C 2.8346 -1.5455 2.1871  0.00
C 3.4449 -1.8124 0.9869  0.01
C 2.7229 -1.6184 -0.2002  0.00
H 10.7558 -4.4520 -6.5711  0.00
H 9.9260 -5.1436 -5.1597  0.00
H 10.5410 -3.4655 -5.1084  0.00
H 6.6912 -2.9262 -7.2181  0.00
H 4.7431 -2.2359 -5.9141  0.00
H 6.8579 -3.1453 -2.2925  0.00
H 8.8112 -3.8317 -3.6067  0.00
H 3.1226 -1.7341 -4.6637  0.00
H 0.7639 -0.7384 -4.6747  0.00
H -1.4801 0.2224 -4.2557  0.00
H -2.2938 0.4496 -1.9325  0.00
H 1.0057 -0.8891 3.1341  0.00
H 3.3612 -1.6559 3.1241  0.00
H 4.4712 -2.1500 0.9286  0.00
C -2.4376 6.2598 -0.0475  0.00
Si -1.4376 5.3960 1.2711  0.00
C -1.4708 6.3409 2.8802  0.00
C 0.3223 5.1404 0.7086  0.00
C -2.3350 3.7428 1.5970  0.00
C -3.6105 3.7887 2.1589  0.00
C -4.3475 2.6386 2.4330  0.01
C -3.8039 1.4220 2.0871  0.00
N -2.6013 1.3508 1.5183  0.05
C -1.8720 2.4549 1.3166  0.00
S -0.3036 1.9133 0.7629  -0.01
H -2.0184 7.2451 -0.2615  0.00
H -3.4750 6.4043 0.2614  0.00
H -2.4400 5.6902 -0.9792  0.00
H -1.0400 7.3347 2.7407  0.00
H -0.8835 5.8316 3.6473  0.00
H -2.4828 6.4751 3.2663  0.00
H 0.7870 6.1216 0.5811  0.00
H 0.3856 4.6199 -0.2478  0.00
H 0.9176 4.5912 1.4400  0.00
H -4.0456 4.7510 2.4068  0.00
H -5.3246 2.6923 2.8909  0.00
H -4.3273 0.4860 2.2411  0.00


2.
Formula: C44H42As2N2ReS2
Source: the OMol25 dataset
Level of theory: wB97M-V/def2-TZVPD

The calculation puts the total energy at -7156.118995 Eh. The HOMO-LUMO gap (alpha / beta) comes out at 5.140 / 4.688 eV. As for the net charge: +4. As for the expectation value of S²: 3.8108. Its multiplicity is 4.

Last column: Löwdin spin population.
Atoms and positions in Å:
Re -0.5529 -0.6176 -0.6661  2.61
C 1.5241 -1.9911 -3.3248  0.01
C 2.1092 -2.3972 -1.9824  0.01
As 1.9572 -0.8846 -0.7612  0.00
C 2.8000 -1.3024 0.8810  0.00
C 3.6619 -0.3678 1.4525  0.00
C 4.3605 -0.7298 2.5937  0.00
C 4.1759 -1.9885 3.1569  -0.01
C 3.2908 -2.9016 2.5894  0.00
C 2.5889 -2.5612 1.4464  0.00
C 2.9273 0.4850 -1.6750  0.01
C 4.2917 0.2275 -1.8190  0.00
C 5.0697 1.1191 -2.5403  0.00
C 4.4909 2.2512 -3.1070  0.00
C 3.1300 2.4934 -2.9651  0.00
C 2.3376 1.6062 -2.2506  0.00
As -0.2915 -1.2819 -3.1568  0.00
C -1.2244 -2.6692 -2.1832  0.00
C -0.8514 -4.0182 -2.1770  0.02
C -1.6041 -4.9254 -1.4508  0.01
C -2.7080 -4.5036 -0.6945  0.00
C -3.0792 -3.1744 -0.6727  0.03
C -2.3373 -2.2466 -1.4197  0.01
C -0.9858 -1.2349 -4.9438  0.00
C -0.2126 -0.5921 -5.9059  0.00
C -0.6102 -0.6974 -7.2304  0.00
C -1.7608 -1.4061 -7.5596  -0.01
C -2.5212 -2.0250 -6.5756  0.00
C -2.1468 -1.9362 -5.2419  0.00
H 1.4844 -2.8170 -4.0349  0.00
H 2.1146 -1.1971 -3.7830  0.00
H 3.1681 -2.6443 -2.0563  0.00
H 1.5974 -3.2491 -1.5402  0.00
H 3.8043 0.6094 1.0089  0.00
H 5.0602 -0.0341 3.0375  0.00
H 4.7293 -2.2639 4.0454  0.00
H 3.1622 -3.8809 3.0313  0.00
H 1.9130 -3.2793 0.9950  0.00
H 4.7528 -0.6442 -1.3701  0.00
H 6.1285 0.9295 -2.6611  0.00
H 5.1046 2.9434 -3.6686  0.00
H 2.6838 3.3699 -3.4180  0.00
H 1.2733 1.7945 -2.1754  0.00
H -0.0203 -4.3652 -2.7773  0.00
H -1.3449 -5.9771 -1.4778  0.00
H -3.2899 -5.2329 -0.1449  0.00
H -3.9592 -2.8558 -0.1278  0.00
H -2.7553 -1.2386 -1.5627  0.01
H 0.6714 -0.0223 -5.6474  0.00
H -0.0215 -0.2222 -8.0041  0.00
H -2.0736 -1.4669 -8.5935  0.00
H -3.4086 -2.5834 -6.8429  0.00
H -2.7452 -2.4125 -4.4769  0.00
S -1.6365 -0.8794 1.4396  0.06
C -1.4396 0.6061 2.2940  0.02
N -1.7500 0.7104 3.5357  0.02
C -1.4662 1.9829 4.2487  0.00
C -1.7400 3.1467 3.3455  0.00
N -0.9996 2.9720 2.0691  0.05
C -0.4648 4.1799 1.3828  0.00
C 1.0508 4.1778 1.3842  0.00
C 1.7755 3.7676 2.4974  0.00
C 3.1591 3.8772 2.5041  0.00
C 3.8172 4.4028 1.4012  0.00
C 3.0940 4.8060 0.2875  0.00
C 1.7100 4.6854 0.2732  0.00
C -0.9015 1.7979 1.5606  0.03
S -0.1531 1.5921 0.0181  0.09
C -2.3520 -0.4088 4.3294  0.00
C -3.8386 -0.4992 4.0773  0.00
C -4.6858 0.5591 4.3920  0.00
C -6.0512 0.4350 4.1922  0.00
C -6.5754 -0.7496 3.6870  0.00
C -5.7346 -1.8090 3.3872  0.00
C -4.3641 -1.6816 3.5695  0.00
H -0.4221 1.9454 4.5701  0.00
H -2.0890 2.0361 5.1374  0.00
H -1.4227 4.0761 3.8110  0.00
H -2.8017 3.2272 3.1001  0.00
H -0.8801 5.0465 1.8941  0.00
H -0.8410 4.1892 0.3580  0.00
H 1.2728 3.3949 3.3861  0.00
H 3.7204 3.5835 3.3816  0.00
H 4.8935 4.5193 1.4195  0.00
H 3.6055 5.2331 -0.5658  0.00
H 1.1437 5.0196 -0.5912  0.00
H -2.1139 -0.2049 5.3718  0.00
H -1.8610 -1.3367 4.0424  0.00
H -4.3056 1.4763 4.8358  0.00
H -6.7096 1.2518 4.4555  0.00
H -7.6436 -0.8493 3.5472  0.00
H -6.1480 -2.7449 3.0335  0.00
H -3.7101 -2.5240 3.3650  0.00


The highest multiplicity belongs to which entry?
C44H42As2N2ReS2